1.
C41H43BrCl5N7OSn as an isolated structure, computed with wB97M-V/def2-TZVPD.

The geometry in XYZ format:
```
99
Properties=species:S:1:pos:R:3:forces:R:3:lowdin_charge:R:1
Sn 0.0411 0.0889 0.1611 0.1 -0.1 -0.2 1.412
C -2.2365 -2.7376 -0.1454 0.1 0.0 0.0 -0.138
N -1.1983 -2.3145 -1.0828 0.0 0.0 0.1 -0.166
C -0.2997 -3.4361 -1.3750 0.0 0.0 0.0 -0.137
C 1.1431 -3.3428 -0.9221 0.0 0.0 0.0 -0.285
C 1.9637 -4.4376 -1.2001 0.0 0.0 0.0 -0.028
C 3.3100 -4.3651 -0.9176 0.0 0.0 0.0 -0.053
C 3.8131 -3.1875 -0.3781 0.0 0.0 0.0 -0.048
C 2.9296 -2.1597 -0.1308 -0.2 0.1 0.0 -0.153
N 1.6123 -2.2380 -0.3638 -0.1 0.1 0.0 0.059
C -1.7943 -1.7919 -2.3172 0.0 0.0 0.0 -0.160
C -2.6384 -0.5624 -2.0986 -0.2 -0.1 0.2 -0.337
C -3.8191 -0.3648 -2.8019 0.0 -0.1 0.0 -0.026
C -4.5573 0.7831 -2.5645 0.0 0.0 0.0 -0.042
C -4.1077 1.6952 -1.6217 -0.1 -0.1 0.0 -0.038
C -2.9262 1.4165 -0.9590 -0.4 -0.3 0.3 -0.175
N -2.2077 0.3236 -1.2057 -0.2 -0.3 0.3 0.009
C -1.7574 -2.8602 1.2770 0.0 0.0 0.0 -0.277
C -2.2625 -3.8492 2.1064 0.0 0.0 0.0 -0.022
C -1.9624 -3.8092 3.4599 0.0 0.0 0.0 -0.051
C -1.1667 -2.7843 3.9370 0.0 0.0 0.0 -0.034
C -0.6613 -1.8663 3.0291 -0.1 0.0 -0.1 -0.120
N -0.9334 -1.9103 1.7242 -0.1 0.1 0.1 0.064
H -2.6866 -3.6897 -0.4618 -0.1 0.0 0.0 0.130
H -3.0343 -1.9924 -0.1419 0.0 0.0 0.0 0.116
H -0.2586 -3.5964 -2.4561 0.0 0.0 0.0 0.114
H -0.7150 -4.3576 -0.9532 0.0 0.0 0.0 0.129
H 1.5371 -5.3181 -1.6652 0.0 0.0 0.0 0.119
H 3.9657 -5.1978 -1.1375 0.0 0.0 0.0 0.111
H 4.8661 -3.0690 -0.1640 0.0 0.0 0.0 0.108
H 3.2814 -1.2066 0.2417 0.0 0.1 0.1 0.100
H -2.4114 -2.5522 -2.8197 0.0 0.0 0.0 0.134
H -0.9772 -1.5286 -2.9892 0.0 0.0 0.0 0.039
H -4.1505 -1.1002 -3.5239 0.0 0.0 0.0 0.116
H -5.4841 0.9555 -3.0969 0.0 0.0 0.0 0.111
H -4.6652 2.5927 -1.3924 0.0 0.0 0.0 0.114
H -2.5325 2.0698 -0.1871 -0.3 -0.3 0.0 0.085
H -2.8995 -4.6246 1.6997 0.0 0.0 0.0 0.113
H -2.3565 -4.5619 4.1310 0.0 0.0 0.0 0.110
H -0.9397 -2.6795 4.9884 0.0 0.0 0.0 0.112
H -0.0177 -1.0672 3.3653 -0.1 0.0 0.0 0.084
N 2.3518 -1.0188 3.0592 0.0 0.0 0.0 -0.034
N 1.8735 0.1020 2.2936 0.0 -0.2 0.1 -0.101
H 3.3474 -0.9411 3.2252 0.0 0.0 0.1 0.073
H 2.1970 -1.8572 2.5126 0.1 0.0 -0.1 0.046
H 2.6418 0.6826 1.9754 0.0 0.0 -0.1 0.035
H 1.3151 0.6708 2.9260 0.0 0.1 0.0 0.030
Cl 1.4277 -1.5052 -3.6392 0.0 -0.2 0.0 0.669
C 2.4545 -0.2533 -2.9467 0.0 0.2 0.0 -0.704
C 1.9899 0.4620 -1.8577 0.2 0.2 0.1 -0.302
C 2.8551 1.4710 -1.4634 0.0 -0.3 -0.2 -0.694
Cl 2.3947 2.4835 -0.0936 0.0 0.1 0.1 0.656
C 4.0831 1.7597 -2.0569 0.0 0.1 0.1 -0.714
Cl 5.0917 3.0415 -1.4824 0.0 0.0 0.0 0.654
C 4.5011 0.9871 -3.1356 0.0 0.0 0.0 -0.719
Cl 6.0155 1.2962 -3.8973 0.0 0.0 0.0 0.663
C 3.6686 -0.0293 -3.5942 0.0 -0.1 0.0 -0.710
Cl 4.1732 -0.9901 -4.9414 0.0 0.0 0.0 0.651
Br -0.7813 1.3193 -3.9247 0.2 0.3 -0.1 0.866
C -1.1702 2.7549 -2.7387 0.2 0.2 -0.2 -0.711
C -1.9530 3.8018 -3.2101 0.1 0.0 0.0 -0.109
C -2.2460 4.8236 -2.3253 0.0 0.0 -0.1 -0.059
C -1.7444 4.7629 -1.0326 0.0 0.0 0.0 -0.037
C -0.9664 3.6747 -0.6807 0.3 0.3 0.0 -0.149
N -0.6854 2.6749 -1.5222 0.4 0.3 -0.2 0.014
H -2.3090 3.8043 -4.2297 0.0 0.0 0.0 0.101
H -2.8569 5.6582 -2.6447 0.0 0.0 0.0 0.111
H -1.9524 5.5425 -0.3126 0.0 0.0 0.0 0.110
H -0.5490 3.5805 0.3149 -0.2 0.0 -0.3 0.056
C 2.0121 2.8318 4.0181 0.0 0.1 0.0 -0.073
C 0.5158 3.1019 3.7518 0.0 -0.1 -0.1 -0.350
C 0.3245 3.7321 2.3767 0.1 0.0 0.3 -0.106
C -0.4316 1.9395 4.0871 0.0 0.1 0.0 -0.150
C -0.5007 1.6047 5.4399 0.0 0.0 0.0 -0.073
C -1.5329 0.8493 5.9663 0.0 0.0 0.0 -0.112
C -2.6015 0.5531 5.1259 0.1 -0.1 0.0 -0.070
C -2.5711 0.8385 3.7702 -0.1 0.0 0.1 -0.150
C -3.8820 0.7634 3.0016 0.1 0.1 -0.1 -0.353
C -3.9195 -0.2458 1.8577 0.0 0.0 0.0 -0.065
C -4.2503 2.1664 2.5006 0.0 -0.1 0.0 -0.057
C -1.3782 1.3711 3.1827 0.2 -0.1 0.1 -0.345
O -1.1774 1.3454 1.8863 -0.2 0.3 -0.3 -0.310
H 2.4904 3.7138 4.4477 0.0 0.0 0.0 0.079
H 2.5457 2.6086 3.0911 0.0 0.0 0.0 0.048
H 2.1617 2.0025 4.7111 0.0 0.0 0.0 0.072
H 0.2173 3.8764 4.4649 0.0 0.0 0.1 0.131
H 0.5920 3.0389 1.5857 0.1 0.0 0.2 -0.020
H 0.9513 4.6251 2.2926 0.0 0.0 0.0 0.094
H -0.7171 4.0178 2.2201 0.0 0.0 0.1 0.082
H 0.2568 2.0022 6.1096 0.0 0.0 0.0 0.110
H -1.5615 0.6025 7.0197 0.0 0.0 0.0 0.089
H -3.5001 0.1057 5.5409 0.0 0.0 0.0 0.105
H -4.6451 0.4649 3.7264 0.0 0.0 0.0 0.123
H -3.0292 -0.1312 1.2468 0.0 0.0 -0.1 0.033
H -4.8021 -0.0866 1.2291 0.0 0.0 0.0 0.081
H -3.9556 -1.2649 2.2471 0.1 -0.1 0.0 0.078
H -3.4719 2.5373 1.8311 0.0 0.0 0.0 0.060
H -4.3401 2.8627 3.3357 0.0 0.0 0.0 0.083
H -5.2006 2.1501 1.9591 0.0 0.0 0.0 0.074
```
Positions in Å, forces in eV/Å.

Results
Relative energy (zero: lowest compared OMol25 entry of this formula, charge and spin), kJ/mol: 0.00
DFT total energy, eV: -194178.1502
HOMO level, eV: -6.67
Frontier orbital gap, eV: 7.1
Multiplicity: 1

=====

2.
C20H24AsClIrO6 as an isolated structure, computed with wB97M-V/def2-TZVPD.

The geometry in XYZ format:
```
53
Properties=species:S:1:pos:R:3:forces:R:3:lowdin_charge:R:1
Ir -0.4726 -1.1443 0.3444 -0.4 0.2 0.4 1.501
C -1.6411 -5.1386 -0.5516 0.0 0.0 0.0 0.011
C -1.1364 -3.9962 0.2765 -0.2 0.0 0.0 -0.312
O -1.1972 -2.8694 -0.3217 0.5 0.1 -0.1 -0.144
C -0.6812 -4.1827 1.6062 0.0 0.0 0.0 -0.094
C -0.5694 -5.5150 2.1084 0.0 0.0 -0.1 -0.022
C -0.2248 -5.7750 3.3955 0.0 0.0 0.0 -0.064
C 0.0196 -4.6927 4.2704 0.0 0.0 0.0 -0.038
C -0.0815 -3.4042 3.8389 0.0 0.1 0.0 0.004
C -0.4255 -3.0969 2.4992 0.0 -0.1 0.1 -0.301
O -0.5177 -1.8343 2.2068 -0.1 0.1 -0.1 -0.183
H -1.9042 -4.7704 -1.5386 0.0 0.0 0.0 0.093
H -2.5126 -5.5962 -0.0830 0.0 0.0 0.0 0.108
H -0.8772 -5.9089 -0.6532 0.0 0.0 0.0 0.100
H -0.7655 -6.3409 1.4406 0.0 0.0 0.0 0.110
H -0.1416 -6.7920 3.7503 0.0 0.0 0.0 0.112
H 0.2958 -4.8894 5.2983 0.0 0.0 0.0 0.118
H 0.1027 -2.5680 4.4997 0.0 0.0 0.0 0.125
C 3.1377 3.5416 -1.6863 0.0 0.0 0.0 -0.024
C 2.1133 3.9227 -0.6557 0.0 0.0 0.0 -0.212
C 1.2861 5.0220 -0.8245 0.0 0.0 0.0 -0.075
C 0.3449 5.3550 0.1398 0.0 0.0 0.0 -0.677
Cl -0.6977 6.7178 -0.1181 0.0 0.0 0.0 0.677
C 0.2302 4.6114 1.2976 0.0 0.0 0.0 -0.094
C 1.0544 3.5086 1.4847 0.0 0.0 0.0 -0.009
C 1.9729 3.1649 0.5100 0.0 0.0 0.0 -0.228
O 2.8338 2.0911 0.5949 0.0 0.0 -0.1 -0.015
C 2.5867 1.0411 1.4980 0.0 0.0 0.0 -0.065
C 1.3759 0.2553 1.0716 0.0 0.0 -0.2 -0.522
O 1.4745 -0.9601 0.6714 0.1 0.0 -0.2 -0.042
O 0.2076 0.7149 1.0076 -0.2 -0.2 0.1 -0.059
H 3.1269 4.2436 -2.5180 0.0 0.0 0.0 0.084
H 2.9565 2.5356 -2.0708 0.0 0.0 0.0 0.082
H 4.1393 3.5316 -1.2556 0.0 0.0 0.0 0.093
H 1.3755 5.6304 -1.7155 0.0 0.0 0.0 0.117
H -0.4956 4.8860 2.0502 0.0 0.0 0.0 0.112
H 0.9438 2.9221 2.3854 0.0 0.0 0.0 0.116
H 2.4679 1.3711 2.5341 0.0 0.1 0.0 0.147
H 3.4525 0.3862 1.4355 0.0 0.0 0.1 0.151
C -0.7264 2.4724 -2.2297 0.0 -0.1 0.0 -0.170
As -1.3894 0.6910 -2.4542 -0.1 0.4 0.1 1.027
C -3.2256 0.6297 -1.9078 0.0 0.0 0.0 -0.188
C -1.2462 0.1604 -4.2811 0.0 0.0 0.0 -0.181
O -0.4483 -0.3559 -1.5555 0.3 -0.5 -0.1 -0.615
H -1.2717 3.1736 -2.8595 0.0 0.0 0.0 0.058
H 0.3293 2.4755 -2.4963 0.0 0.0 0.0 0.043
H -0.8297 2.7527 -1.1813 0.0 0.0 0.0 0.046
H -3.8294 1.2908 -2.5273 0.0 0.0 0.0 0.052
H -3.2890 0.9496 -0.8685 0.0 0.0 0.0 0.046
H -3.5849 -0.3935 -2.0040 0.0 0.0 0.0 0.048
H -1.7886 0.8640 -4.9110 0.0 0.0 0.0 0.052
H -1.6633 -0.8382 -4.3917 0.0 0.0 0.0 0.051
H -0.1935 0.1503 -4.5556 0.0 0.0 0.0 0.053
```
Positions in Å, forces in eV/Å.

Results
Relative energy (zero: lowest compared OMol25 entry of this formula, charge and spin), kJ/mol: 32.43
DFT total energy, eV: -109607.9638
Charge: +1
HOMO level, eV: -10.86
Frontier orbital gap, eV: 6.8
Multiplicity: 1